No. 1
DFT (ωB97M-V with the def2-TZVPD basis set) results for a cluster of 12 separate species, C42H117N9O15 in total in a non-equilibrium geometry.

```
183
Properties=species:S:1:pos:R:3:mulliken_charge:R:1
C 12.7443 -18.8438 -2.0820 -1.30
C 11.4164 -19.5351 -1.7884 -0.03
C 10.3909 -18.6103 -1.1655 -0.42
O 9.3566 -19.4927 -0.7218 -0.35
C 8.2914 -18.7790 -0.1377 -0.56
N 10.8326 -20.0972 -3.0684 0.15
H 10.6066 -19.3455 -3.7422 0.15
H 11.4800 -20.7191 -3.5526 0.48
H 9.9925 -20.6520 -2.8546 0.23
H 13.3781 -19.3608 -2.7990 0.36
H 13.2515 -18.5998 -1.1525 0.44
H 12.4446 -17.8932 -2.5365 0.22
H 11.5967 -20.3831 -1.1297 0.49
H 9.9313 -17.8690 -1.8261 0.14
H 10.8098 -18.0770 -0.3076 0.53
H 7.7565 -18.1848 -0.8985 0.00
H 8.5748 -18.0162 0.5916 0.40
H 7.5495 -19.4632 0.2635 0.32
C 7.1468 -15.7655 -4.1326 0.03
C 6.6407 -16.4298 -5.4195 2.40
C 6.5768 -15.5041 -6.6160 -0.68
O 5.8680 -16.1502 -7.6690 0.59
C 5.7546 -15.3982 -8.8711 -0.64
N 7.5170 -17.6273 -5.6999 1.36
H 7.5822 -18.2172 -4.8692 -0.42
H 7.2983 -18.2373 -6.4726 0.48
H 8.4885 -17.2902 -5.8502 0.02
H 6.4315 -15.0265 -3.7743 0.25
H 8.0860 -15.2717 -4.3656 -0.54
H 7.2833 -16.5209 -3.3593 -0.12
H 5.6473 -16.8461 -5.2411 -0.86
H 7.5468 -15.1000 -6.9332 -0.07
H 6.0280 -14.5692 -6.4329 -0.14
H 5.2424 -14.4521 -8.6719 -0.05
H 5.3017 -16.0356 -9.6237 0.19
H 6.7534 -15.0881 -9.1937 0.23
C 4.8008 -22.4033 -4.8361 -1.30
C 5.5549 -21.6283 -5.9073 -0.20
C 5.1454 -20.1638 -6.0804 0.49
O 5.9556 -19.4488 -7.0312 0.00
C 5.7521 -19.6663 -8.4052 -0.98
N 7.0626 -21.6380 -5.6755 0.11
H 7.3059 -21.1737 -4.7764 -0.18
H 7.2831 -22.6262 -5.5089 0.49
H 7.6151 -21.2697 -6.4428 0.35
H 5.0393 -23.4691 -4.8226 0.46
H 3.7271 -22.3695 -5.0069 0.41
H 5.0882 -22.0406 -3.8465 -0.04
H 5.4548 -22.1418 -6.8671 0.40
H 5.3291 -19.6556 -5.1302 -0.88
H 4.1225 -20.0646 -6.4474 0.68
H 4.7296 -19.4287 -8.7285 0.21
H 5.7749 -20.7231 -8.7038 0.35
H 6.4711 -19.1238 -9.0104 0.33
C 1.7539 -17.1259 -7.0230 -1.03
C 1.4169 -15.8983 -6.1633 -0.08
C 2.6030 -14.9571 -5.8901 0.21
O 2.1864 -13.7824 -5.2356 -0.17
C 3.3230 -12.9722 -4.9171 -0.66
N 0.3530 -15.0530 -6.8441 0.03
H 0.7578 -14.4353 -7.5514 0.27
H -0.4148 -15.5988 -7.2430 0.42
H -0.1082 -14.4801 -6.1304 0.31
H 2.5974 -17.5315 -6.4610 0.08
H 2.0953 -16.9264 -8.0375 0.18
H 0.9154 -17.8214 -7.0298 0.56
H 0.8816 -16.1483 -5.2461 0.10
H 3.0337 -14.7168 -6.8708 0.16
H 3.3217 -15.5173 -5.2879 0.03
H 3.9174 -13.4405 -4.1264 0.21
H 3.1027 -11.9691 -4.5620 0.61
H 3.9993 -12.8460 -5.7664 -0.36
C 10.0122 -10.7974 -6.0180 -1.61
C 10.1447 -12.2740 -6.3432 0.38
C 11.6193 -12.6787 -6.3746 -0.31
O 12.1543 -12.4987 -5.0945 -0.39
C 13.3780 -13.1594 -4.8819 -0.66
N 9.4209 -13.0188 -5.2333 0.67
H 9.5673 -14.0352 -5.2184 -0.37
H 9.7105 -12.6610 -4.3207 0.52
H 8.4435 -12.7219 -5.3640 0.21
H 10.4785 -10.5035 -5.0642 0.40
H 9.0416 -10.3808 -5.7275 0.31
H 10.5753 -10.1945 -6.7275 0.48
H 9.5665 -12.5117 -7.2336 0.37
H 12.2442 -12.1364 -7.0961 0.69
H 11.7301 -13.7112 -6.7424 -0.18
H 14.1825 -12.9678 -5.5982 0.33
H 13.2788 -14.2374 -4.7286 0.10
H 13.7786 -12.7633 -3.9474 0.31
C 2.8734 -11.1573 -7.8408 -1.19
C 1.4972 -10.5282 -7.7177 -0.08
C 0.6620 -10.9842 -6.5353 -0.28
O 1.2639 -10.5109 -5.3716 -0.43
C 0.5327 -10.8569 -4.2100 -0.66
N 1.7111 -9.0098 -7.7076 -0.28
H 0.8279 -8.4976 -7.8188 0.39
H 2.0980 -8.7145 -6.8038 0.36
H 2.2709 -8.6907 -8.5019 0.35
H 3.4587 -10.8164 -6.9835 0.37
H 3.3921 -10.8639 -8.7531 0.63
H 2.8067 -12.2456 -7.8361 -0.05
H 0.8576 -10.6467 -8.5956 0.46
H 0.3592 -12.0378 -6.5034 -0.07
H -0.3161 -10.5041 -6.7168 0.66
H 0.8394 -10.2492 -3.3593 0.30
H 0.7657 -11.8876 -3.9160 0.04
H -0.5365 -10.6811 -4.3473 0.44
C 1.4877 -16.5177 -11.0811 -1.17
C 0.3398 -16.7914 -12.0898 0.14
C 0.8277 -17.5315 -13.3118 -0.92
O -0.1988 -17.7676 -14.2275 -0.34
C 0.2384 -18.3360 -15.4554 -0.76
N -0.8047 -17.5805 -11.4785 -0.26
H -1.2014 -17.2498 -10.5942 0.30
H -1.6292 -17.7577 -12.0659 0.39
H -0.3621 -18.4534 -11.1690 0.39
H 2.0811 -15.6752 -11.4287 0.49
H 2.1020 -17.3910 -10.8754 0.41
H 0.9925 -16.1284 -10.1852 0.13
H -0.1256 -15.9127 -12.5440 0.36
H 1.1895 -18.5140 -12.9579 0.41
H 1.6247 -16.9904 -13.8291 0.50
H 0.9798 -17.7250 -15.9773 0.32
H -0.5870 -18.4906 -16.1437 0.29
H 0.7103 -19.3137 -15.3178 0.33
C 10.2060 -16.6189 -9.6908 -1.17
C 11.6085 -16.7877 -10.2833 0.17
C 12.6341 -16.9893 -9.1882 -0.59
O 13.1552 -15.7388 -8.8348 -0.36
C 14.4425 -15.8787 -8.2732 -0.92
N 11.6690 -17.9982 -11.2170 -0.30
H 12.5230 -18.0092 -11.7902 0.37
H 11.8023 -18.8572 -10.6722 0.36
H 10.8836 -18.1466 -11.8506 0.35
H 10.2239 -15.7857 -8.9912 0.09
H 9.9058 -17.5115 -9.1323 0.33
H 9.4890 -16.5431 -10.5121 0.50
H 11.7965 -15.9172 -10.9077 0.32
H 13.5044 -17.5641 -9.5401 0.57
H 12.2493 -17.5947 -8.3598 0.22
H 14.5378 -16.5110 -7.3903 0.37
H 14.7717 -14.8876 -7.9596 0.27
H 15.1552 -16.1555 -9.0544 0.43
C 1.9747 -13.8499 -0.3286 -1.47
C 2.1477 -14.6949 -1.5821 1.42
C 3.4529 -15.4845 -1.5937 -1.19
O 3.6648 -16.1780 -2.8073 0.21
C 4.2501 -17.4688 -2.6348 -1.02
N 0.9165 -15.5748 -1.6533 -0.19
H 0.8732 -16.3291 -2.3542 0.26
H 0.6713 -16.0802 -0.7919 0.40
H 0.0611 -15.0934 -1.9530 0.42
H 2.5771 -12.9414 -0.3872 0.42
H 2.3536 -14.3777 0.5483 0.38
H 0.9621 -13.4806 -0.1688 0.46
H 2.1610 -14.0908 -2.4914 -0.77
H 3.2684 -16.1897 -0.7695 0.55
H 4.3315 -14.8590 -1.4319 0.37
H 5.0574 -17.4659 -1.8947 0.63
H 4.6743 -17.9165 -3.5292 -0.38
H 3.5165 -18.1362 -2.1666 0.62
C 6.1024 -21.0159 -2.1195 -1.54
C 7.1750 -20.4586 -3.0430 0.43
O 6.8620 -19.3652 -3.5978 -0.43
O 8.0882 -21.2373 -3.4096 -0.97
H 6.3722 -21.9728 -1.6741 0.43
H 5.1592 -21.1496 -2.6501 0.45
H 5.9652 -20.3476 -1.2666 0.26
C 6.3303 -11.1532 -8.0075 -0.99
C 6.3041 -11.1330 -6.4953 0.84
O 6.6753 -12.1699 -5.8456 -0.98
O 6.1817 -10.0283 -5.9373 -0.73
H 7.3219 -10.9390 -8.4043 0.37
H 5.8021 -10.2665 -8.3819 0.38
H 5.7169 -11.9652 -8.4078 -0.06
C 12.3400 -16.7979 -5.4974 -1.06
C 10.8424 -16.8016 -5.2236 0.52
O 10.3909 -17.5675 -4.3417 -0.71
O 10.0865 -15.9571 -5.8180 -0.95
H 12.8535 -16.8725 -4.5416 0.40
H 12.6008 -16.0407 -6.2275 -0.27
H 12.5855 -17.7694 -5.9480 0.38
```

Computed properties:
net charge: +6
orbital gap: 5.2 eV
HOMO energy: -17.76 eV
multiplicity: 1

No. 2
DFT (ωB97M-V with the def2-TZVPD basis set) results for a cluster of 15 separate species, C42H119N5O26 in total in a non-equilibrium geometry.

```
192
Properties=species:S:1:pos:R:3:mulliken_charge:R:1
C 12.2560 3.2072 16.9873 -0.91
O 10.8415 3.1295 16.7711 -0.17
C 10.4296 3.9473 15.7147 -1.23
C 8.9165 4.1074 15.7768 0.63
N 8.3358 3.1436 14.8498 -0.16
C 7.0652 2.6407 15.2836 0.39
C 7.1428 1.4417 16.2341 0.20
O 7.6109 0.3740 15.3929 -0.44
C 7.8293 -0.8029 16.1645 -0.57
H 12.4600 4.2011 17.3857 0.36
H 12.8276 3.2372 16.0596 0.34
H 12.7020 2.4610 17.6448 0.23
H 10.7459 3.6046 14.7295 0.43
H 10.8729 4.9385 15.8102 0.53
H 8.5772 5.0958 15.4669 -0.07
H 8.6064 3.9262 16.8059 -0.07
H 8.9843 2.3798 14.7224 0.39
H 6.5064 2.2490 14.4336 -0.18
H 6.4623 3.4354 15.7230 -0.60
H 6.1128 1.2534 16.5370 0.34
H 7.6750 1.6340 17.1657 0.10
H 7.9491 -1.5492 15.3791 0.24
H 7.0288 -0.9672 16.8859 0.12
H 8.7581 -0.6153 16.7033 0.26
C 2.1560 10.5907 8.8757 -0.60
O 1.3999 9.3107 9.0724 -0.10
C 0.3871 9.0337 8.0610 -0.58
C -0.4866 7.8452 8.5303 -0.66
N -1.1329 8.0602 9.8441 -0.37
C -1.8483 6.9642 10.4148 -0.34
C -2.3443 7.2073 11.8674 -0.79
O -1.2296 7.1947 12.7947 -0.30
C -0.9845 5.8827 13.3565 -0.32
H 2.4395 10.6240 7.8237 0.29
H 3.0984 10.5823 9.4234 -0.02
H 1.5320 11.4689 9.0412 0.36
H 0.9880 8.7730 7.1898 0.21
H -0.1846 9.9366 7.8464 0.58
H -0.0007 6.8695 8.5260 0.30
H -1.2712 7.7558 7.7790 0.42
H -0.4592 8.2611 10.5693 0.23
H -1.1560 6.1257 10.4907 0.14
H -2.6845 6.8321 9.7282 0.38
H -3.0788 6.4741 12.2003 0.43
H -2.8088 8.1863 11.9853 0.36
H -0.6697 5.1569 12.6067 0.39
H -1.9106 5.4919 13.7780 0.45
H -0.0559 5.9973 13.9158 -0.39
C 2.5061 4.6174 10.0652 -0.56
O 3.3735 5.0585 8.9731 -0.52
C 3.6412 6.4705 9.0393 1.10
C 4.9264 6.8323 8.2755 -0.81
N 4.7489 6.8525 6.8220 -0.35
C 4.0713 8.0354 6.1859 -0.22
C 4.8171 9.3961 6.4235 -0.28
O 6.1622 9.4009 5.9341 -0.40
C 7.0090 10.4518 6.5097 -0.45
H 2.0196 3.6746 9.8150 0.41
H 1.8096 5.4100 10.3385 0.31
H 3.0941 4.3240 10.9349 0.12
H 3.6940 6.7975 10.0778 -0.05
H 2.8344 6.9987 8.5310 -0.70
H 5.6775 6.0631 8.4555 0.33
H 5.3107 7.8026 8.5902 0.27
H 5.6979 6.8067 6.4792 0.35
H 3.0418 8.0499 6.5436 -0.09
H 3.9570 7.9037 5.1099 0.37
H 4.7293 9.6776 7.4728 -0.03
H 4.3743 10.1976 5.8322 0.65
H 6.8121 10.4952 7.5809 0.06
H 6.8842 11.4281 6.0414 0.29
H 8.0223 10.0937 6.3281 0.25
C 6.2820 7.1145 15.8148 0.07
O 7.3520 7.7337 15.0210 -0.31
C 7.3682 9.1790 15.0726 -0.75
C 6.0518 9.9061 14.7694 -0.98
N 5.3962 9.4781 13.5199 0.14
C 6.2043 10.0472 12.4769 -1.23
C 5.7035 9.5147 11.1482 -0.05
O 6.1710 8.1489 11.0250 0.85
C 7.5492 7.9057 10.7461 -1.15
H 6.5357 7.4431 16.8226 0.78
H 6.3776 6.0288 15.8325 -0.94
H 5.2724 7.4030 15.5220 0.23
H 8.0469 9.5565 14.3078 0.45
H 7.7304 9.4330 16.0687 0.46
H 6.2691 10.9710 14.6868 0.55
H 5.2539 9.8062 15.5052 0.28
H 5.4427 8.4700 13.4788 -0.08
H 7.2824 9.8921 12.5207 0.26
H 6.0062 11.1190 12.4703 0.61
H 6.1353 10.1664 10.3887 0.26
H 4.6176 9.5662 11.0692 -0.18
H 7.6914 6.8910 11.1178 0.20
H 8.1554 8.6288 11.2919 0.37
H 7.9103 8.0829 9.7330 0.21
C 6.0050 3.5085 19.1286 -0.49
O 6.2409 2.2935 19.9212 -0.17
C 7.4910 2.1191 20.5404 -0.77
C 7.5311 0.7493 21.3880 -0.26
N 8.0220 -0.3190 20.5087 0.17
C 8.4492 -1.5086 21.3446 -0.68
C 9.8919 -1.2916 21.8962 -0.47
O 10.1850 -1.4477 23.2609 -0.35
C 9.4130 -0.7710 24.2308 -0.63
H 6.1706 4.3891 19.7493 0.55
H 4.9603 3.6422 18.8476 -0.21
H 6.5409 3.5470 18.1802 0.23
H 7.7148 2.9516 21.2075 0.39
H 8.2635 2.2238 19.7785 0.40
H 6.5811 0.4931 21.8569 0.39
H 8.2266 0.9147 22.2108 0.20
H 8.6326 -0.1278 19.7272 0.30
H 8.4427 -2.4827 20.8556 0.38
H 7.7894 -1.6161 22.2055 0.41
H 10.3788 -0.3674 21.5849 0.41
H 10.5268 -2.0848 21.5014 0.35
H 8.3469 -0.8499 24.0181 0.25
H 9.5399 0.3114 24.2096 0.30
H 9.6109 -1.1124 25.2468 0.29
O 2.0774 7.6960 15.7316 -0.66
H 1.1562 7.6825 15.9913 0.47
H 2.0630 7.5374 14.7877 0.36
O 2.2919 7.8257 13.1573 -0.62
H 1.6595 8.3103 12.6268 0.15
H 3.0453 8.4120 13.2277 0.13
O 5.4847 6.6551 13.0082 0.40
H 6.3674 6.3035 13.1241 0.04
H 5.4040 6.7948 12.0647 -0.40
O 1.7539 2.1262 12.6439 -0.72
H 2.6158 1.7098 12.6424 0.33
H 1.9308 3.0433 12.8534 0.12
C 2.8018 3.7966 15.4902 1.32
C 3.3609 4.3429 14.1889 1.38
O 2.3053 4.7322 13.3074 0.44
O 3.8381 3.8903 16.4178 0.79
H 2.4963 2.7543 15.3974 -0.83
H 1.9223 4.3309 15.8496 -0.94
H 4.0708 3.6289 13.7713 -0.43
H 4.0238 5.2081 14.1783 -0.78
H 2.3847 5.6451 13.0215 -0.42
H 3.6662 4.7321 16.8459 -0.48
C 5.8779 2.8231 10.9708 0.71
C 5.2588 1.8644 9.8895 -0.62
O 4.7448 0.6912 10.4451 -0.53
O 7.1569 2.4840 11.4343 -0.56
H 5.1192 2.8219 11.7535 -0.22
H 5.9534 3.8120 10.5187 -0.07
H 5.8645 1.6965 8.9990 0.43
H 4.4251 2.3565 9.3886 0.20
H 4.3201 0.1220 9.7992 0.30
H 7.1121 1.6050 11.8175 0.34
C 2.9508 0.7174 16.8917 0.06
C 2.8125 -0.7299 17.3398 -0.62
O 4.0777 -1.3656 17.1859 -0.56
O 3.7857 1.4808 17.8203 -0.45
H 1.9569 1.1644 16.9107 0.38
H 3.2487 0.7729 15.8447 0.20
H 2.0412 -1.2531 16.7745 0.22
H 2.5082 -0.6890 18.3857 0.31
H 4.6353 -1.0204 17.8870 0.28
H 4.0050 2.2926 17.3572 0.09
C -0.5333 -1.7451 13.9804 -0.72
C 0.1915 -0.5425 13.4367 -0.32
O 0.1166 0.6199 14.2465 -0.48
O -0.0741 -2.2722 15.1998 -0.48
H -0.6866 -2.5787 13.2950 0.32
H -1.5627 -1.4025 14.0860 0.33
H -0.1243 -0.2488 12.4357 0.34
H 1.2044 -0.8514 13.1782 0.33
H 0.6948 1.2848 13.8652 0.51
H 0.8746 -2.1591 15.1065 0.31
C 2.3862 6.1170 20.2874 -0.86
C 2.1204 6.1690 18.7578 0.24
O 3.2860 6.4478 17.9598 -0.38
O 2.3926 7.4010 20.9897 -0.58
H 3.3444 5.6061 20.3816 0.23
H 1.6629 5.4477 20.7531 0.43
H 1.4593 7.0003 18.5128 0.37
H 1.6419 5.2423 18.4409 0.10
H 3.0722 6.8209 17.1015 0.27
H 3.2142 7.8467 20.7708 0.32
C -1.0233 6.1254 16.8312 -0.06
C -1.7292 5.4274 18.0424 -0.61
O -2.8095 6.2568 18.4069 -0.55
O -0.2848 7.2931 16.9179 -0.43
H -1.7745 6.3168 16.0649 0.53
H -0.3707 5.3453 16.4392 -0.05
H -1.0832 5.3143 18.9130 0.28
H -2.1067 4.4382 17.7834 0.29
H -2.6085 6.6597 19.2548 0.33
H -0.8467 7.9728 17.2971 0.21
```

Computed properties:
net charge: +1
orbital gap (spin up / spin down): 7.3 / 2.2 eV
HOMO energy (spin up / spin down): -9.76 / -9.76 eV
multiplicity: 2

No. 3
DFT (ωB97M-V with the def2-TZVPD basis set) results for a structure of composition C42H24Cl5F5NP2PdTe in a non-equilibrium geometry.

```
81
Properties=species:S:1:pos:R:3:mulliken_charge:R:1
Pd -0.8584 1.4135 -0.5632 -0.21
Te 2.6925 0.5776 2.7259 0.43
C 3.4333 -1.4268 2.5426 0.22
C 2.9301 -2.3058 3.5074 -0.26
C 3.4529 -3.5907 3.5195 -0.44
N 4.3947 -4.0686 2.6903 -0.55
C 4.8332 -3.2108 1.7542 -0.47
C 4.3765 -1.8969 1.6264 -0.08
C 1.2277 0.0594 1.4164 -0.63
P 1.2534 0.3813 -0.3351 0.72
C 2.6098 1.4972 -0.6907 0.43
C 3.8312 1.0006 -1.1932 -0.34
C 4.8824 1.8851 -1.3976 -0.79
C 4.7377 3.2231 -1.1053 -0.58
C 3.4827 3.7573 -0.6980 -0.89
C 2.4258 2.8809 -0.5079 -0.29
C 1.1410 -0.7137 -1.7118 0.24
C 1.3966 -2.0397 -1.5813 -1.06
C 1.2759 -2.9966 -2.7473 0.07
C 1.7178 -2.3162 -3.9823 -0.89
C 1.4138 -1.0232 -4.1261 -1.07
C 0.5777 -0.3403 -3.0539 0.27
P -0.4503 0.6037 1.5705 1.29
C -0.8409 1.8467 2.8409 0.58
C -0.5098 3.1943 2.6195 -0.48
C -0.7227 4.1766 3.5865 -0.87
C -1.3034 3.7981 4.8051 -0.44
C -1.6711 2.4762 5.0425 -0.79
C -1.4168 1.5003 4.0750 -0.15
C -1.5072 -0.7770 1.9473 1.12
C -1.0442 -2.0586 2.3467 -0.29
C -1.9533 -2.9887 2.8196 -0.59
C -3.3264 -2.7172 2.7744 -0.71
C -3.7949 -1.4983 2.2983 -0.68
C -2.8658 -0.4909 2.0465 -1.07
H 2.2095 -1.9813 4.2679 0.40
H 3.0844 -4.2934 4.2894 0.34
H 5.5095 -3.6641 1.0493 0.42
H 4.7374 -1.2115 0.8492 0.42
H 3.9325 -0.0739 -1.4088 0.48
H 5.7906 1.5418 -1.8664 0.45
H 5.6407 3.8242 -1.2106 0.39
H 3.3765 4.8220 -0.6039 0.49
H 1.4289 3.2355 -0.2640 0.08
H 1.7116 -2.4808 -0.6034 0.54
H 1.8626 -3.9246 -2.6208 0.83
H 2.2269 -2.9557 -4.7391 0.43
H 1.7339 -0.4139 -4.9844 0.53
H 0.5150 0.7421 -3.2209 0.75
H -0.1295 3.5245 1.6384 0.14
H -0.5342 5.2166 3.3682 0.46
H -1.5402 4.5471 5.5307 0.43
H -2.2194 2.2263 5.9418 0.43
H -1.7604 0.4447 4.2153 0.33
H 0.0352 -2.2502 2.3446 0.33
H -1.6202 -3.9399 3.2521 0.41
H -4.0323 -3.4935 2.9875 0.39
H -4.8595 -1.2859 2.1868 0.48
H -3.2586 0.5315 1.8147 0.45
Cl -4.0343 -0.2885 -0.9046 -0.11
C -3.8864 1.3869 -1.3336 0.99
C -2.6867 2.0667 -1.1890 -1.96
C -2.6113 3.4501 -1.4127 1.65
Cl -1.0851 4.2246 -1.3158 -0.25
C -3.7310 4.2182 -1.7447 -0.30
Cl -3.7439 5.9242 -1.7373 -0.16
C -4.8914 3.4442 -2.0974 0.59
Cl -6.2316 4.2615 -2.7409 -0.18
C -4.9630 2.0732 -1.8845 0.05
Cl -6.3745 1.1796 -2.3343 -0.18
F -1.8260 -2.2028 -1.2175 -0.39
C -1.0343 -2.1194 -2.2654 -0.57
C -0.7749 -1.0566 -3.1563 0.87
C -1.5237 -1.2291 -4.2789 -0.53
F -2.0352 -0.2996 -5.0637 -0.35
C -1.8876 -2.5836 -4.5381 0.79
F -2.8147 -2.8649 -5.4663 -0.31
C -1.2082 -3.5733 -3.8668 -0.51
F -1.5932 -4.8015 -4.0847 -0.34
C -0.2812 -3.3504 -2.6795 1.50
F -0.4436 -4.3590 -1.7637 -0.44
```

Computed properties:
net charge: +1
orbital gap (spin up / spin down): 5.2 / 5.2 eV
HOMO energy (spin up / spin down): -9.26 / -10.86 eV
multiplicity: 5